1.
Computed, not measured: a molecular structure, C35H42IN9O3S at a distorted geometry, with wB97M-V/def2-TZVPD.

## Properties
- Net charge: 0
- Molecular weight: 795.75 g/mol
- E_tot: -2773.0291 hartree
- LUMO: -1.258 eV
- Orbital gap: 6.8 eV

Positions of all 91 atoms, in Å:
C -2.465 2.126 -1.137
S -3.225 1.796 -2.816
O -2.987 0.362 -3.239
O -2.417 2.657 -3.795
C -4.993 2.366 -2.964
I -5.410 2.671 -5.079
C -5.038 3.837 -2.275
N -5.031 4.835 -1.578
C -6.074 1.467 -2.175
C -6.046 -0.090 -2.530
N -5.829 -1.261 -2.768
C -7.607 1.962 -2.317
C -8.160 2.783 -1.047
O -7.957 4.010 -0.812
H -1.882 1.179 -0.851
H -1.668 2.962 -1.260
H -3.222 2.474 -0.351
H -5.815 1.549 -1.042
H -8.267 1.010 -2.407
H -7.828 2.590 -3.249
H -8.848 2.213 -0.300
N 0.888 0.437 1.075
C 0.002 -0.571 0.802
C -0.289 -1.212 1.983
C 0.444 -0.563 3.007
C 1.160 0.453 2.418
H 1.279 1.070 0.394
H -0.343 -0.747 -0.206
H -0.956 -2.054 2.096
H 0.448 -0.810 4.059
H 1.837 1.182 2.838
N -0.129 6.951 -1.905
C -1.343 6.382 -2.188
C -2.120 6.457 -1.057
C -1.348 7.100 -0.057
C -0.126 7.396 -0.610
H 0.641 7.030 -2.551
H -1.548 5.972 -3.166
H -3.132 6.091 -0.961
H -1.654 7.323 0.955
H 0.744 7.882 -0.195
N 2.586 -2.789 1.099
C 1.947 -3.870 1.647
C 2.549 -5.008 1.166
C 3.593 -4.600 0.301
C 3.594 -3.225 0.281
H 2.350 -1.823 1.272
H 1.120 -3.737 2.328
H 2.269 -6.022 1.411
H 4.270 -5.240 -0.246
H 4.223 -2.521 -0.244
N 6.036 -3.451 2.249
C 6.544 -4.635 1.789
C 7.776 -4.823 2.369
C 8.018 -3.714 3.215
C 6.926 -2.885 3.124
H 5.144 -3.056 1.986
H 5.989 -5.239 1.089
H 8.430 -5.667 2.203
H 8.893 -3.541 3.825
H 6.706 -1.942 3.603
N 7.885 0.167 1.815
C 8.536 0.762 0.767
C 8.371 2.121 0.882
C 7.597 2.356 2.044
C 7.314 1.132 2.601
H 7.835 -0.828 1.982
H 9.059 0.168 0.032
H 8.766 2.864 0.204
H 7.282 3.314 2.431
H 6.756 0.865 3.486
N -8.976 0.704 2.188
C -9.748 0.201 3.200
C -9.582 -1.163 3.222
C -8.672 -1.494 2.189
C -8.312 -0.323 1.569
H -8.906 1.678 1.937
H -10.349 0.855 3.815
H -10.063 -1.846 3.908
H -8.319 -2.481 1.928
H -7.644 -0.132 0.742
N 2.966 -4.248 -2.698
C 2.131 -4.923 -3.548
C 2.274 -4.381 -4.803
C 3.234 -3.344 -4.707
C 3.646 -3.287 -3.397
H 3.065 -4.431 -1.707
H 1.509 -5.728 -3.188
H 1.746 -4.697 -5.691
H 3.586 -2.710 -5.508
H 4.361 -2.646 -2.903



2.
Computed, not measured: a molecular structure, C35H42N6O7S2Tb at a distorted geometry, with wB97M-V/def2-TZVPD.

## Properties
- Net charge: +1
- Molecular weight: 881.82 g/mol
- Relative energy (zero: lowest compared OMol25 entry of this formula, charge and spin): 21.1 kJ/mol
- E_tot: -3834.5883 hartree
- LUMO (spin up / spin down): -2.851 / -2.846 eV
- Orbital gap (spin up / spin down): 7.7 / 7.7 eV
- Spin multiplicity: 7

Positions of all 93 atoms, in Å:
Tb -0.357 1.167 -1.408
C 0.197 4.435 1.141
O 1.149 3.523 0.616
C 1.847 4.205 -0.475
C 2.684 3.178 -1.178
O 1.860 2.304 -1.922
C 2.357 1.824 -3.148
C 1.375 2.049 -4.254
O 0.134 1.470 -3.838
C -0.925 1.735 -4.757
H 0.712 5.278 1.594
H -0.401 3.932 1.909
H -0.518 4.885 0.385
H 2.504 5.013 -0.087
H 1.052 4.663 -1.083
H 3.202 2.624 -0.390
H 3.471 3.670 -1.769
H 2.621 0.798 -3.134
H 3.293 2.408 -3.376
H 1.779 1.567 -5.141
H 1.171 3.121 -4.428
H -0.891 1.162 -5.690
H -0.824 2.787 -4.955
H -1.867 1.575 -4.258
S -1.839 -3.082 -3.121
C -3.240 -2.146 -3.166
C -3.027 -0.854 -2.779
C -1.656 -0.583 -2.424
C -0.901 -1.721 -2.583
C 0.561 -1.957 -2.290
C 1.060 -3.222 -2.182
C 2.333 -3.413 -1.641
C 3.042 -2.320 -1.176
C 2.473 -1.075 -1.380
N 1.246 -0.895 -1.842
H -4.213 -2.488 -3.483
H -3.799 -0.172 -2.668
H 0.439 -4.038 -2.422
H 2.804 -4.347 -1.501
H 4.018 -2.459 -0.734
H 2.959 -0.206 -0.912
C -3.581 -0.949 3.218
C -2.684 0.087 3.492
C -2.267 1.000 2.488
C -2.744 0.800 1.211
C -3.567 -0.285 0.912
C -4.037 -1.091 1.934
N -2.301 1.725 0.148
N -2.874 2.812 0.172
C -2.364 3.756 -0.864
C -3.036 4.986 -0.833
C -2.754 5.928 -1.800
C -1.822 5.587 -2.753
C -1.089 4.362 -2.725
C -1.302 3.436 -1.703
H -3.931 -1.571 4.080
H -2.289 0.268 4.505
H -1.665 1.863 2.800
H -3.922 -0.424 -0.084
H -4.718 -1.932 1.661
H -3.911 5.137 -0.176
H -3.272 6.852 -1.844
H -1.567 6.271 -3.556
H -0.392 4.173 -3.482
C 2.575 -7.120 2.545
C 2.516 -5.881 3.512
S 1.279 -4.736 2.979
O -0.037 -5.196 3.344
O 1.465 -4.429 1.584
C 1.541 -3.192 3.833
C 0.323 -2.302 3.724
N 0.551 -1.285 2.670
C 0.049 -1.352 1.410
N 0.325 -0.190 0.768
C 1.028 0.623 1.572
C 1.162 -0.010 2.787
N 2.096 0.343 3.857
O 2.690 1.393 3.738
O 2.119 -0.368 4.866
C -0.791 -2.406 0.886
H 3.209 -7.912 2.908
H 2.955 -6.861 1.598
H 1.569 -7.569 2.546
H 3.500 -5.360 3.528
H 2.224 -6.096 4.518
H 2.415 -2.709 3.392
H 1.641 -3.406 4.897
H 0.130 -1.703 4.651
H -0.511 -2.944 3.372
H 1.372 1.606 1.331
H -1.521 -2.762 1.626
H -0.293 -3.340 0.642
H -1.380 -2.022 0.063



3.
Computed, not measured: 6 unconnected molecules or ions with the total composition C35H42N6OSi at a distorted geometry, with wB97M-V/def2-TZVPD.

## Properties
- Net charge: 0
- Molecular weight: 590.85 g/mol
- E_tot: -2052.0433 hartree
- LUMO: 0.572 eV
- SMILES string: Oc1ccccc1CNCCC[SiH3].c1ccncc1.c1ccncc1.c1ccncc1.c1ccncc1.c1ccncc1
- Orbital gap: 9.4 eV

Positions of all 85 atoms, in Å:
O 2.056 4.739 2.168
C 2.544 5.253 0.964
C 3.188 4.410 -0.059
C 3.634 5.033 -1.294
C 3.492 6.464 -1.586
C 2.850 7.304 -0.570
C 2.396 6.681 0.663
C 1.663 7.597 1.725
N 0.186 7.355 1.756
C -0.359 7.133 0.398
C -1.922 7.395 0.304
C -2.794 6.172 0.788
Si -2.913 4.739 -0.472
H 2.709 4.847 2.881
H 3.279 3.317 0.137
H 4.094 4.405 -2.094
H 3.855 6.884 -2.554
H 2.675 8.397 -0.717
H 2.122 7.417 2.733
H 1.858 8.685 1.497
H 0.104 6.453 2.243
H -0.195 6.097 -0.008
H 0.115 7.910 -0.268
H -2.142 7.541 -0.795
H -2.143 8.345 0.865
H -3.855 6.548 0.927
H -2.461 5.838 1.806
H -2.999 3.480 0.304
H -1.617 4.647 -1.186
H -4.019 4.881 -1.430
C 0.165 -0.561 -0.619
C 0.911 0.607 -0.625
C 0.238 1.815 -0.732
N -1.091 1.920 -0.834
C -1.789 0.779 -0.828
C -1.214 -0.478 -0.722
H 0.653 -1.525 -0.536
H 1.990 0.582 -0.547
H 0.778 2.757 -0.737
H -2.865 0.896 -0.914
H -1.830 -1.368 -0.721
C -1.684 1.480 -5.299
C -1.853 0.998 -6.587
C -2.475 -0.230 -6.751
N -2.920 -0.980 -5.737
C -2.744 -0.493 -4.504
C -2.138 0.721 -4.232
H -1.202 2.436 -5.127
H -1.510 1.561 -7.445
H -2.632 -0.648 -7.740
H -3.112 -1.124 -3.701
H -2.025 1.063 -3.213
C -2.742 -4.622 -4.145
C -2.490 -5.528 -3.126
C -1.201 -5.608 -2.623
N -0.181 -4.864 -3.067
C -0.448 -3.999 -4.052
C -1.702 -3.838 -4.620
H -3.737 -4.528 -4.564
H -3.276 -6.158 -2.730
H -0.955 -6.299 -1.823
H 0.397 -3.410 -4.392
H -1.861 -3.120 -5.413
C 2.589 -5.353 1.954
C 2.587 -5.614 0.593
C 1.518 -6.320 0.063
N 0.488 -6.768 0.790
C 0.514 -6.505 2.101
C 1.532 -5.806 2.728
H 3.406 -4.803 2.407
H 3.395 -5.278 -0.044
H 1.469 -6.546 -0.997
H -0.332 -6.882 2.665
H 1.498 -5.621 3.794
C 1.144 -7.210 8.776
C 0.051 -7.671 8.060
C 0.091 -7.586 6.677
N 1.122 -7.082 5.992
C 2.164 -6.641 6.705
C 2.225 -6.684 8.089
H 1.152 -7.259 9.859
H -0.813 -8.087 8.562
H -0.739 -7.937 6.073
H 2.985 -6.236 6.123
H 3.097 -6.315 8.614



Copy entry 2 word for word.
Computed, not measured: a molecular structure, C35H42N6O7S2Tb at a distorted geometry, with wB97M-V/def2-TZVPD.

## Properties
- Net charge: +1
- Molecular weight: 881.82 g/mol
- Relative energy (zero: lowest compared OMol25 entry of this formula, charge and spin): 21.1 kJ/mol
- E_tot: -3834.5883 hartree
- LUMO (spin up / spin down): -2.851 / -2.846 eV
- Orbital gap (spin up / spin down): 7.7 / 7.7 eV
- Spin multiplicity: 7

Positions of all 93 atoms, in Å:
Tb -0.357 1.167 -1.408
C 0.197 4.435 1.141
O 1.149 3.523 0.616
C 1.847 4.205 -0.475
C 2.684 3.178 -1.178
O 1.860 2.304 -1.922
C 2.357 1.824 -3.148
C 1.375 2.049 -4.254
O 0.134 1.470 -3.838
C -0.925 1.735 -4.757
H 0.712 5.278 1.594
H -0.401 3.932 1.909
H -0.518 4.885 0.385
H 2.504 5.013 -0.087
H 1.052 4.663 -1.083
H 3.202 2.624 -0.390
H 3.471 3.670 -1.769
H 2.621 0.798 -3.134
H 3.293 2.408 -3.376
H 1.779 1.567 -5.141
H 1.171 3.121 -4.428
H -0.891 1.162 -5.690
H -0.824 2.787 -4.955
H -1.867 1.575 -4.258
S -1.839 -3.082 -3.121
C -3.240 -2.146 -3.166
C -3.027 -0.854 -2.779
C -1.656 -0.583 -2.424
C -0.901 -1.721 -2.583
C 0.561 -1.957 -2.290
C 1.060 -3.222 -2.182
C 2.333 -3.413 -1.641
C 3.042 -2.320 -1.176
C 2.473 -1.075 -1.380
N 1.246 -0.895 -1.842
H -4.213 -2.488 -3.483
H -3.799 -0.172 -2.668
H 0.439 -4.038 -2.422
H 2.804 -4.347 -1.501
H 4.018 -2.459 -0.734
H 2.959 -0.206 -0.912
C -3.581 -0.949 3.218
C -2.684 0.087 3.492
C -2.267 1.000 2.488
C -2.744 0.800 1.211
C -3.567 -0.285 0.912
C -4.037 -1.091 1.934
N -2.301 1.725 0.148
N -2.874 2.812 0.172
C -2.364 3.756 -0.864
C -3.036 4.986 -0.833
C -2.754 5.928 -1.800
C -1.822 5.587 -2.753
C -1.089 4.362 -2.725
C -1.302 3.436 -1.703
H -3.931 -1.571 4.080
H -2.289 0.268 4.505
H -1.665 1.863 2.800
H -3.922 -0.424 -0.084
H -4.718 -1.932 1.661
H -3.911 5.137 -0.176
H -3.272 6.852 -1.844
H -1.567 6.271 -3.556
H -0.392 4.173 -3.482
C 2.575 -7.120 2.545
C 2.516 -5.881 3.512
S 1.279 -4.736 2.979
O -0.037 -5.196 3.344
O 1.465 -4.429 1.584
C 1.541 -3.192 3.833
C 0.323 -2.302 3.724
N 0.551 -1.285 2.670
C 0.049 -1.352 1.410
N 0.325 -0.190 0.768
C 1.028 0.623 1.572
C 1.162 -0.010 2.787
N 2.096 0.343 3.857
O 2.690 1.393 3.738
O 2.119 -0.368 4.866
C -0.791 -2.406 0.886
H 3.209 -7.912 2.908
H 2.955 -6.861 1.598
H 1.569 -7.569 2.546
H 3.500 -5.360 3.528
H 2.224 -6.096 4.518
H 2.415 -2.709 3.392
H 1.641 -3.406 4.897
H 0.130 -1.703 4.651
H -0.511 -2.944 3.372
H 1.372 1.606 1.331
H -1.521 -2.762 1.626
H -0.293 -3.340 0.642
H -1.380 -2.022 0.063